[1]
H12O5S | ωB97M-V/def2-TZVPD

```
18
Properties=species:S:1:pos:R:3:lowdin_charge:R:1
O -0.770 2.392 0.847 -0.0559
H -1.145 2.975 1.521 0.0327
H -0.338 1.751 1.418 0.0018
O -1.194 -0.345 -0.772 -0.0815
H -1.732 0.382 -0.421 0.0221
H -1.384 -0.179 -1.709 0.0370
O 0.638 -3.474 -0.334 -0.0613
H -0.191 -3.106 -0.662 0.0234
H 1.176 -2.700 -0.143 0.0206
O 1.055 0.275 3.048 -0.0483
H 1.130 0.307 2.087 0.0242
H 0.455 -0.468 3.183 0.0424
O -2.526 1.970 3.342 -0.0492
H -3.277 2.142 3.906 0.0333
H -2.915 1.376 2.688 0.0402
S 1.650 -0.480 -3.438 0.4913
H 1.332 -1.271 -2.411 -0.2591
H 2.041 0.451 -2.557 -0.2137
```

Properties
Molecular weight, g mol⁻¹: 124.158
Maximum force, eV/Å: 1.02
Electronic energy, eV: -21267.2043
LUMO, eV: 0.11
Energy above the lowest of the compared OMol25 structures with the same formula, charge and spin, kcal/mol: 19.3
Structure (SMILES): O.O.O.O.O.S
Gap between HOMO and LUMO, eV: 9.978

=====

[2]
H12O6 | ωB97M-V/def2-TZVPD

```
18
Properties=species:S:1:pos:R:3:lowdin_charge:R:1
O -0.038 -2.301 0.034 -0.2305
H 0.923 -2.235 0.178 -0.0306
H -0.442 -2.738 0.804 -0.0273
O -1.745 -0.762 -1.735 -0.1605
H -0.833 -0.449 -1.745 -0.0334
H -1.744 -1.523 -1.143 -0.0306
O -2.067 0.070 2.756 -0.1324
H -2.138 -0.156 1.814 0.0145
H -2.262 1.014 2.797 0.0274
O 0.535 1.621 -2.609 -0.1045
H 1.404 1.572 -2.179 -0.0089
H 0.761 1.547 -3.543 0.0273
O 2.581 1.491 -0.482 -0.1162
H 2.412 1.936 0.354 0.0270
H 1.929 0.775 -0.543 -0.0101
O 0.587 0.183 1.818 -0.1482
H 0.283 -0.165 0.970 -0.0437
H -0.144 0.121 2.457 -0.0192
```

Properties
⟨S²⟩: 0.7508
Molecular weight, g mol⁻¹: 108.090
Maximum force, eV/Å: 0.92
Multiplicity: 2
Electronic energy, eV: -12479.3503
LUMO (alpha / beta), eV: 3.59 / 3.42
Energy above the lowest of the compared OMol25 structures with the same formula, charge and spin, kcal/mol: 16.8
Gap between HOMO and LUMO (alpha / beta), eV: 3.187 / 10.654
Charge: -1

=====

[3]
H12O6 | ωB97M-V/def2-TZVPD

```
18
Properties=species:S:1:pos:R:3:lowdin_charge:R:1
O -17.548 -17.648 -4.154 -0.0531
H -17.298 -16.971 -3.509 -0.0080
H -18.450 -17.888 -3.925 0.0459
O -12.761 -15.525 -4.172 -0.0609
H -11.968 -15.519 -3.630 0.0320
H -13.273 -14.755 -3.898 -0.0136
O -17.965 -15.722 -6.440 -0.0605
H -17.503 -14.888 -6.553 0.0158
H -18.005 -15.871 -5.486 0.0000
O -14.848 -13.490 -4.142 -0.0323
H -14.989 -13.461 -5.095 0.0821
H -14.758 -12.571 -3.870 0.0793
O -16.603 -15.202 -2.812 -0.0583
H -15.937 -14.649 -3.264 0.0163
H -16.807 -14.735 -1.995 0.0650
O -15.797 -17.275 -0.863 -0.0623
H -15.966 -16.668 -1.598 -0.0173
H -14.889 -17.103 -0.603 0.0300
```

Properties
Molecular weight, g mol⁻¹: 108.090
Maximum force, eV/Å: 0.36
Electronic energy, eV: -12479.9108
LUMO, eV: -0.27
Energy above the lowest of the compared OMol25 structures with the same formula, charge and spin, kcal/mol: 27.7
Structure (SMILES): O.O.O.O.O.O
Gap between HOMO and LUMO, eV: 10.595

=====

[4]
H12O6 | ωB97M-V/def2-TZVPD

```
18
Properties=species:S:1:pos:R:3:lowdin_charge:R:1
O 0.259 2.500 0.236 -0.1007
H 0.342 1.973 1.102 0.0500
H -0.581 2.198 -0.091 -0.0142
O -1.474 0.567 -0.133 -0.0752
H -1.521 0.223 0.836 0.1054
H -1.443 -0.165 -0.701 -0.0519
O 0.309 0.345 2.491 -0.0589
H 0.979 0.554 3.114 0.0288
H 0.614 -0.581 2.374 0.0236
O 0.447 -1.824 1.053 -0.1083
H -0.246 -2.028 0.257 0.1158
H 1.156 -1.408 0.514 0.0538
O 0.945 0.283 -1.641 -0.0749
H 0.961 1.037 -1.028 0.0175
H 1.419 0.640 -2.432 0.0782
O -1.085 -1.618 -1.789 -0.0905
H -0.909 -1.175 -2.685 0.1064
H -0.171 -1.521 -1.477 -0.0047
```

Properties
Molecular weight, g mol⁻¹: 108.090
Maximum force, eV/Å: 4.42
Electronic energy, eV: -12479.5028
LUMO, eV: 0.26
Energy above the lowest of the compared OMol25 structures with the same formula, charge and spin, kcal/mol: 37.1
Structure (SMILES): O.O.O.O.O.O
Gap between HOMO and LUMO, eV: 10.950